The following is a quantum chemistry calculation of a molecular structure, C26H55ClNO24PSi2 at a distorted geometry, from the Open Molecules 2025 dataset.

Output
E	-4264.68836	a.u.
HOMO energy	-8.38	eV

Last column: Löwdin charge in e.
Cartesian coordinates (Å):
C1 7.707 2.450 -1.296  -0.15
C2 7.080 1.126 -2.032  -0.32
C3 6.340 1.409 -3.467  -0.73
Cl1 5.451 -0.199 -3.913  0.43
Si1 4.987 2.779 -3.435  0.50
O1 4.086 2.874 -1.902  -0.47
Si2 2.654 3.861 -2.336  0.28
N1 2.193 5.023 -1.026  -0.03
C4 2.962 6.176 -1.232  -0.14
O2 4.060 6.979 -1.158  0.00
P1 0.991 2.453 -2.604  0.72
C5 1.077 1.106 -1.215  -0.33
O3 1.190 1.681 -4.180  -0.43
H1 8.580 2.958 -1.932  0.09
H2 6.905 3.234 -0.927  0.07
H3 8.239 2.059 -0.302  0.09
H4 8.001 0.404 -2.265  0.12
H5 6.385 0.515 -1.293  0.12
H6 7.077 1.650 -4.360  0.10
H7 5.707 4.074 -3.534  -0.01
H8 3.990 2.677 -4.492  -0.03
H9 2.887 4.596 -3.600  -0.01
H10 2.143 0.627 -1.275  0.04
H11 0.298 0.245 -1.379  0.05
H12 0.961 1.615 -0.159  0.06
H13 1.428 0.724 -3.991  0.06
C6 -1.813 -3.913 -4.693  -0.03
O4 -3.029 -3.286 -4.289  -0.05
C7 -2.895 -2.435 -3.240  -0.55
O5 -1.857 -2.182 -2.649  0.11
O6 -4.117 -1.914 -2.963  -0.03
C8 -4.129 -0.994 -1.873  -0.04
H14 -2.037 -4.570 -5.538  0.10
H15 -1.084 -3.165 -5.023  0.10
H16 -1.404 -4.522 -3.881  0.10
H17 -3.493 -0.130 -2.090  0.10
H18 -3.813 -1.487 -0.948  0.10
H19 -5.156 -0.640 -1.741  0.10
C9 -5.726 -3.880 -4.819  -0.04
O7 -5.946 -5.281 -4.664  0.00
C10 -6.256 -5.928 -5.816  -0.54
O8 -6.355 -5.419 -6.921  0.10
O9 -6.438 -7.241 -5.524  -0.01
C11 -6.772 -8.051 -6.650  -0.05
H20 -5.486 -3.465 -3.837  0.08
H21 -4.880 -3.695 -5.488  0.09
H22 -6.630 -3.386 -5.190  0.11
H23 -5.968 -8.032 -7.392  0.10
H24 -7.718 -7.724 -7.094  0.10
H25 -6.894 -9.080 -6.301  0.09
C12 4.356 4.873 0.858  -0.07
O10 4.359 4.732 2.277  0.00
C13 5.287 3.861 2.749  -0.55
O11 6.080 3.223 2.075  0.11
O12 5.181 3.825 4.101  -0.04
C14 6.103 2.944 4.739  -0.04
H26 3.576 5.591 0.591  0.05
H27 5.317 5.261 0.506  0.11
H28 4.123 3.918 0.375  0.08
H29 7.134 3.256 4.543  0.10
H30 5.940 1.912 4.412  0.10
H31 5.928 2.995 5.818  0.10
C15 -0.351 3.375 8.358  -0.05
O13 0.099 4.454 7.542  -0.01
C16 1.387 4.343 7.130  -0.57
O14 2.150 3.428 7.398  0.10
O15 1.680 5.428 6.368  -0.01
C17 3.013 5.446 5.862  -0.04
H32 -1.392 3.567 8.629  0.10
H33 -0.307 2.430 7.808  0.09
H34 0.239 3.316 9.279  0.10
H35 3.191 4.584 5.211  0.07
H36 3.738 5.470 6.683  0.10
H37 3.137 6.356 5.268  0.10
C18 1.246 1.879 4.677  -0.04
O16 1.284 0.648 3.957  -0.01
C19 1.684 -0.418 4.696  -0.56
O17 1.998 -0.396 5.875  0.11
O18 1.674 -1.512 3.894  -0.01
C20 2.076 -2.718 4.542  -0.05
H38 0.914 2.662 3.989  0.10
H39 0.532 1.821 5.504  0.09
H40 2.244 2.143 5.042  0.09
H41 1.394 -2.960 5.364  0.10
H42 3.106 -2.638 4.902  0.10
H43 2.030 -3.527 3.808  0.09
C21 -1.493 -0.384 10.388  -0.05
O19 -2.482 0.644 10.398  -0.02
C22 -3.720 0.223 10.759  -0.56
O20 -4.030 -0.918 11.062  0.11
O21 -4.554 1.293 10.726  -0.01
C23 -5.902 0.997 11.086  -0.05
H44 -0.542 0.065 10.085  0.09
H45 -1.369 -0.809 11.389  0.10
H46 -1.752 -1.163 9.664  0.10
H47 -5.955 0.627 12.115  0.10
H48 -6.338 0.273 10.390  0.10
H49 -6.479 1.924 11.024  0.09
C24 -5.616 -3.672 -9.481  -0.05
O22 -4.565 -4.030 -10.376  -0.01
C25 -4.926 -4.921 -11.334  -0.56
O23 -6.034 -5.414 -11.473  0.11
O24 -3.840 -5.170 -12.108  -0.01
C26 -4.073 -6.098 -13.166  -0.06
H50 -5.215 -2.956 -8.759  0.09
H51 -6.438 -3.193 -10.022  0.10
H52 -5.972 -4.551 -8.933  0.07
H53 -4.833 -5.716 -13.854  0.10
H54 -4.367 -7.074 -12.765  0.10
H55 -3.138 -6.221 -13.719  0.09


The following is a quantum chemistry calculation of a molecular structure, C24H55BrCaCl2F4LiMgN2O8PSi2 at a distorted geometry, from the Open Molecules 2025 dataset.

Output
E	-7357.39344	a.u.
HOMO energy	-10.38	eV
charge	+2

Last column: Löwdin charge in e.
Cartesian coordinates (Å):
C1 1.329 -4.789 7.143  -0.04
C2 1.580 -5.222 5.898  -0.28
C3 2.361 -4.375 4.942  -0.38
P1 1.435 -4.140 3.335  0.98
O1 0.654 -2.637 3.275  -0.45
C4 0.557 -1.878 4.435  -0.29
C5 -0.349 -2.530 5.510  -0.16
N1 -1.098 -3.719 5.054  -0.07
C6 -2.403 -3.787 5.616  -0.27
C7 -2.891 -5.306 5.468  -0.35
C8 -2.457 -5.852 4.146  -0.03
O2 -4.360 -5.481 5.582  -0.05
H1 0.381 -4.843 7.604  0.03
H2 2.140 -4.409 7.741  0.06
H3 1.261 -6.187 5.611  0.08
H4 3.266 -4.878 4.643  0.06
H5 2.673 -3.492 5.471  0.07
H6 0.313 -4.974 3.529  -0.07
H7 1.498 -1.594 4.868  0.11
H8 0.101 -0.942 4.150  0.09
H9 0.257 -2.759 6.369  0.10
H10 -1.070 -1.791 5.832  0.11
H11 -0.607 -4.538 5.464  0.07
H12 -3.011 -3.072 5.021  -0.05
H13 -2.357 -3.475 6.654  0.15
H14 -2.342 -5.870 6.230  0.13
H15 -3.091 -6.672 3.866  0.09
H16 -1.431 -6.162 4.258  0.08
H17 -2.474 -5.055 3.383  0.08
H18 -4.709 -4.635 5.807  -0.01
Ca1 -4.371 -3.298 4.251  1.75
C9 -0.621 0.422 0.345  -0.18
Si1 0.336 1.809 1.123  0.35
C10 1.890 1.040 1.855  -0.13
C11 -0.710 2.509 2.526  -0.15
N2 0.684 3.004 -0.098  0.02
Si2 1.565 4.493 0.128  0.36
C12 3.333 4.186 0.694  -0.15
C13 0.716 5.637 1.357  -0.15
C14 1.649 5.394 -1.508  -0.18
H19 -0.849 -0.340 1.090  0.02
H20 -1.560 0.785 -0.077  0.04
H21 -0.043 -0.043 -0.451  -0.01
H22 1.600 0.164 2.439  0.03
H23 2.418 1.727 2.517  0.03
H24 2.577 0.717 1.073  0.05
H25 -1.571 3.057 2.143  0.04
H26 -0.140 3.174 3.174  0.03
H27 -1.075 1.680 3.135  0.03
H28 3.380 3.859 1.732  0.03
H29 3.891 5.119 0.610  0.05
H30 3.824 3.436 0.074  0.04
H31 -0.343 5.750 1.127  0.04
H32 1.186 6.620 1.299  0.05
H33 0.812 5.280 2.383  0.03
H34 0.649 5.628 -1.877  0.03
H35 2.160 4.790 -2.260  0.02
H36 2.196 6.332 -1.397  0.04
F1 -0.486 -6.400 6.634  -0.56
C15 4.100 4.478 -5.635  -0.07
O3 3.389 5.624 -5.242  0.02
C16 3.423 6.549 -6.216  -0.62
O4 3.957 6.371 -7.289  0.09
O5 2.787 7.620 -5.815  0.02
C17 2.741 8.695 -6.777  0.00
H37 4.032 3.729 -4.855  0.12
H38 3.637 4.107 -6.552  0.03
H39 5.149 4.715 -5.816  0.11
H40 2.222 8.378 -7.678  0.10
H41 3.745 9.035 -7.016  0.11
H42 2.190 9.501 -6.308  0.10
C18 -0.298 5.890 -6.343  -0.05
C19 -0.571 4.846 -5.282  -0.18
O6 -1.289 3.720 -5.825  0.06
C20 -0.582 2.821 -6.470  -0.40
O7 0.603 2.828 -6.663  0.14
C21 -1.490 1.672 -6.943  -0.55
F2 -2.604 2.134 -7.511  0.18
F3 -1.834 0.902 -5.905  0.09
F4 -0.853 0.919 -7.834  0.17
H43 -1.224 6.192 -6.829  0.09
H44 0.169 6.766 -5.894  0.08
H45 0.364 5.501 -7.118  0.08
H46 -1.215 5.256 -4.510  0.13
H47 0.345 4.508 -4.800  0.12
Li1 4.202 3.678 -8.196  0.30
C22 0.141 -1.433 -4.425  -1.16
Cl1 0.635 -0.258 -3.202  0.49
Cl2 1.504 -1.982 -5.425  0.50
H48 -0.282 -2.290 -3.924  -0.03
H49 -0.588 -0.961 -5.074  -0.09
Br1 -2.696 -1.152 -3.828  0.02
Mg1 6.025 2.397 -9.733  0.62
C23 -5.413 -10.070 1.812  -0.08
C24 -5.398 -8.583 2.104  -0.33
O8 -4.465 -7.888 1.267  -0.10
H50 -4.422 -10.495 1.961  0.08
H51 -6.119 -10.591 2.460  0.08
H52 -5.696 -10.256 0.774  0.08
H53 -5.100 -8.403 3.137  0.10
H54 -6.395 -8.154 1.952  0.11
H55 -4.736 -8.038 0.357  0.08


The following is a quantum chemistry calculation of a single C4H6N2O2 molecule at a distorted geometry, from the Open Molecules 2025 dataset.

Output
E	-415.91386	a.u.
relative energy (zero: lowest compared OMol25 entry of this formula, charge and spin)	3.449	eV
SMILES	COc1c[nH]c(=O)[nH]1
HOMO energy	-8.02	eV

Last column: Löwdin charge in e.
Cartesian coordinates (Å):
C1 -1.752 1.271 -1.016  -0.08
O1 -1.258 -0.056 -0.966  -0.06
C2 -0.323 -0.489 -0.140  -0.36
C3 -0.135 -1.309 0.851  -0.12
N1 1.126 -1.338 1.180  0.06
C4 1.840 -0.463 0.450  -0.58
O2 2.976 -0.117 0.555  0.07
N2 0.944 -0.137 -0.562  0.21
H1 -0.875 2.005 -1.288  0.11
H2 -2.399 1.738 -1.798  0.09
H3 -2.239 1.586 -0.044  0.10
H4 -0.747 -1.914 1.656  0.17
H5 1.482 -1.236 2.304  0.26
H6 1.360 0.460 -1.182  0.13


The following is a quantum chemistry calculation of a molecular structure, C15H20MnN7OS at a distorted geometry, from the Open Molecules 2025 dataset.

Output
E	-2591.29673	a.u.
relative energy (zero: lowest compared OMol25 entry of this formula, charge and spin)	1.204	eV
multiplicity	6
HOMO energy (spin up / spin down)	-0.91 / -1.20	eV
charge	-1

Last column: Löwdin charge in e.
Cartesian coordinates (Å):
Mn1 0.602 0.307 0.236  0.45
C1 -2.511 -3.290 1.634  -0.08
N1 -3.046 -1.947 1.576  -0.17
C2 -4.127 -1.714 2.530  -0.07
C3 -2.149 -0.935 1.284  -0.42
N2 -0.876 -1.074 1.210  0.12
N3 -2.768 0.260 0.983  0.14
C4 -2.214 1.525 0.942  -0.50
N4 -3.169 2.500 0.903  0.13
N5 -0.942 1.709 0.911  0.10
H1 -3.345 -3.990 1.621  0.08
H2 -1.927 -3.475 2.546  0.09
H3 -1.885 -3.482 0.763  0.10
H4 -4.945 -2.405 2.320  0.08
H5 -4.518 -0.699 2.465  0.07
H6 -3.782 -1.876 3.561  0.09
H7 -0.565 -1.977 1.546  0.05
H8 -3.768 0.224 0.803  0.14
H9 -4.048 2.295 1.390  0.10
H10 -2.836 3.446 1.023  0.10
H11 -0.697 2.691 0.963  0.07
O1 1.921 1.943 0.736  -0.25
N6 3.130 1.757 1.211  -0.22
C5 3.950 2.833 1.236  -0.04
C6 5.223 2.765 1.728  -0.09
C7 5.681 1.536 2.213  -0.11
C8 4.845 0.451 2.175  -0.12
C9 3.531 0.529 1.666  -0.69
S1 2.476 -0.804 1.608  0.59
H12 3.494 3.724 0.834  0.13
H13 5.841 3.651 1.727  0.09
H14 6.683 1.438 2.610  0.09
H15 5.163 -0.516 2.536  0.09
N7 0.459 -0.101 -1.622  -0.15
C10 0.300 -0.347 -2.912  -0.55
C11 -0.990 -0.477 -3.501  -0.11
C12 -1.138 -0.739 -4.848  -0.19
C13 -0.039 -0.890 -5.692  -0.21
C14 1.230 -0.766 -5.132  -0.18
C15 1.411 -0.503 -3.789  -0.10
H16 -1.858 -0.362 -2.863  0.06
H17 -2.141 -0.828 -5.251  0.07
H18 -0.168 -1.096 -6.746  0.05
H19 2.107 -0.878 -5.761  0.07
H20 2.407 -0.411 -3.374  0.08


The following is a quantum chemistry calculation of 6 unconnected molecules or ions with the total composition H11O5S at a distorted geometry, from the Open Molecules 2025 dataset.

Output
E	-781.01631	a.u.
relative energy (zero: lowest compared OMol25 entry of this formula, charge and spin)	1.937	eV
HOMO energy	-4.02	eV
charge	-1

Last column: Löwdin charge in e.
Cartesian coordinates (Å):
S1 1.939 0.438 1.186  -0.01
H1 1.939 1.820 0.922  -0.31
H2 1.006 -0.068 -0.887  0.01
H3 -0.061 0.160 0.376  -0.05
O1 -0.017 -0.142 -0.622  -0.33
H4 1.194 -2.913 -0.029  0.01
H5 2.493 -2.481 -0.499  0.02
O2 1.947 -3.273 -0.476  -0.07
H6 -0.462 1.267 2.495  -0.03
H7 -0.026 1.883 3.838  0.02
O3 -0.810 1.612 3.346  -0.11
H8 -2.722 0.204 0.283  -0.03
H9 -2.114 0.985 -0.747  0.05
O4 -2.776 1.064 0.000  -0.05
H10 -0.057 0.169 -3.618  -0.01
H11 -0.783 -0.287 -2.282  0.02
O5 -0.692 -0.437 -3.287  -0.11


The following is a quantum chemistry calculation of a gas-phase ion, C12H9Cl4O5 (charge -1) at a distorted geometry, from the Open Molecules 2025 dataset.

Output
E	-2679.66083	a.u.
relative energy (zero: lowest compared OMol25 entry of this formula, charge and spin)	0.283	eV
SMILES	CCOC(=O)[C@@H](C(C)=O)C1([O-])C(Cl)=C(Cl)C(=O)C(Cl)=C1Cl
HOMO energy	-4.91	eV
charge	-1

Last column: Löwdin charge in e.
Cartesian coordinates (Å):
C1 -3.420 -4.567 -2.115  -0.09
C2 -3.274 -3.658 -0.919  -0.22
O1 -1.876 -3.314 -0.717  0.00
C3 -1.633 -2.058 -0.305  -0.43
O2 -2.468 -1.123 -0.306  0.05
C4 -0.183 -1.953 0.157  -0.10
C5 0.417 -0.745 -0.492  -0.41
C6 1.756 -0.994 -1.182  -0.02
O3 -0.118 0.364 -0.532  0.08
C7 -0.333 -2.146 1.774  -0.67
O4 -0.396 -3.373 2.029  -0.14
C8 0.983 -1.341 2.098  -0.61
Cl1 2.373 -2.303 2.051  0.77
C9 1.021 -0.016 2.408  -0.65
Cl2 2.483 0.841 2.441  0.71
C10 -0.225 0.822 2.488  -0.45
O5 -0.229 2.035 2.466  0.03
C11 -1.527 0.053 2.588  -0.60
Cl3 -2.938 0.944 3.015  0.68
C12 -1.589 -1.291 2.278  -0.54
Cl4 -2.978 -2.229 2.676  0.73
H1 -4.468 -4.910 -2.047  0.08
H2 -3.302 -4.029 -3.068  0.08
H3 -2.762 -5.445 -2.104  0.08
H4 -3.843 -2.742 -1.057  0.11
H5 -3.616 -4.194 -0.025  0.12
H6 0.330 -2.896 -0.169  0.16
H7 1.586 -1.459 -2.176  0.09
H8 2.230 -0.010 -1.346  0.08
H9 2.421 -1.627 -0.566  0.05


The following is a quantum chemistry calculation of a single C3H4OS molecule at a distorted geometry, from the Open Molecules 2025 dataset.

Output
E	-590.03998	a.u.
relative energy (zero: lowest compared OMol25 entry of this formula, charge and spin)	2.304	eV
SMILES	C=CC(=O)S
HOMO energy	-9.54	eV

Last column: Löwdin charge in e.
Cartesian coordinates (Å):
C1 -1.632 -0.090 0.024  0.06
C2 -0.340 -0.714 -0.150  -0.13
C3 0.788 0.238 -0.224  -0.95
O1 0.764 1.415 -0.203  -0.03
S1 2.399 -0.351 -0.059  0.79
H1 -2.492 -0.708 -0.232  0.03
H2 -2.035 1.058 0.452  0.16
H3 -0.307 -1.762 -0.187  0.07
H4 2.855 0.914 0.580  0.00


The following is a quantum chemistry calculation of 7 unconnected molecules or ions with the total composition CH16O7 at a distorted geometry, from the Open Molecules 2025 dataset.

Output
E	-574.17834	a.u.
relative energy (zero: lowest compared OMol25 entry of this formula, charge and spin)	5.429	eV
HOMO energy	-6.73	eV

Last column: Löwdin charge in e.
Cartesian coordinates (Å):
O1 -39.894 -40.719 -6.280  0.11
H1 -40.107 -40.413 -5.350  0.09
H2 -40.738 -40.364 -6.867  0.15
H3 -38.990 -40.641 -6.678  0.01
C1 -37.245 -39.295 -6.152  -0.26
O2 -37.524 -40.417 -6.911  -0.40
H4 -38.125 -38.713 -6.739  0.11
H5 -36.335 -38.994 -6.033  0.00
H6 -37.762 -39.457 -5.212  0.03
O3 -40.370 -39.181 -4.055  -0.02
H7 -39.799 -38.497 -4.076  -0.01
H8 -39.955 -39.761 -3.306  0.14
O4 -40.871 -38.630 -7.805  -0.10
H9 -41.862 -38.541 -7.740  0.07
H10 -40.674 -38.769 -8.795  0.11
O5 -42.981 -40.278 -5.244  -0.02
H11 -43.579 -40.372 -6.057  0.08
H12 -43.121 -39.499 -4.870  -0.05
O6 -36.831 -42.806 -8.204  -0.18
H13 -36.965 -42.043 -7.662  -0.08
H14 -37.487 -43.703 -7.917  0.15
O7 -42.321 -41.247 -7.996  -0.07
H15 -42.508 -41.466 -8.887  0.03
H16 -41.917 -42.069 -7.520  0.12